This record from OMol25 describes a cluster of 8 separate species, C44H72N11OP in total in a non-equilibrium geometry. The level of theory is ωB97M-V/def2-TZVPD.

Last column: Löwdin charge in e.
Atoms and positions in Å:
H  -9.32646  -1.49527  -14.33319  0.11
C  3.82102  3.35462  3.18898  -0.11
H  8.33503  -9.30558  8.68245  0.08
H  -7.39440  -1.23091  -4.94924  0.11
H  3.37420  -1.07067  10.98525  0.08
C  3.44462  -1.28917  5.32515  -0.19
H  9.06337  -1.91116  7.34739  0.12
H  -3.00051  4.16960  4.89014  0.05
C  7.82500  -3.07916  5.11712  -0.11
N  4.46035  0.05244  1.37670  0.12
H  -10.47557  2.01069  -15.22873  0.07
H  -6.85055  6.10348  -3.98275  0.08
H  1.88628  -4.54512  10.62687  0.12
H  6.10962  -8.29022  8.10386  0.11
H  6.75089  -6.68735  8.46376  0.10
N  4.08427  -4.83868  8.17285  0.10
H  3.18847  -1.25318  3.17684  0.08
C  5.12707  0.94749  1.96375  -0.15
H  -3.82305  1.09707  -12.43140  0.07
H  -2.31276  7.08364  0.10845  0.10
H  8.51399  -1.17108  4.41273  0.11
C  -0.40035  1.28477  3.61684  -0.36
H  7.88778  -3.55505  4.13339  0.08
N  9.78225  -5.95781  6.55221  0.10
C  -10.15598  1.17137  -14.60299  -0.13
H  -5.86216  -1.32954  -3.01945  0.08
H  -5.48969  3.86713  -4.01568  0.11
C  8.05079  -8.30300  9.02196  -0.12
C  -5.98636  -0.51015  -6.41036  -0.18
C  -2.08906  3.29398  -0.69969  -0.16
H  3.25377  3.83632  3.99168  0.08
C  -1.42068  3.85060  2.04354  -0.29
H  -3.33614  5.80895  -4.85974  0.09
C  -1.60446  2.78727  0.80806  0.00
H  -1.29354  0.71232  3.08438  0.04
H  1.19318  -2.13980  10.55898  0.11
H  6.78502  -2.76961  5.26176  0.06
C  -8.05311  -0.31919  -13.06760  -0.07
C  -2.72960  2.79879  -3.05831  -0.02
C  2.06544  -2.47678  9.98815  -0.27
H  -2.49586  2.51741  5.76955  0.05
H  9.79723  -2.24151  4.97612  0.11
H  -6.76503  -0.07191  -7.04346  0.12
H  -2.37557  0.53391  -11.56939  0.08
H  2.74475  -3.91285  4.64029  0.07
H  -2.63399  2.41900  -9.92689  0.11
H  9.48084  -0.37398  6.56904  0.11
C  5.07130  2.68602  3.75168  -0.27
H  5.67074  3.43797  4.27655  0.11
H  -3.71670  0.23738  -9.34477  0.11
H  3.15478  2.62909  2.71143  0.06
C  -5.45323  -1.24369  -4.03115  -0.11
H  4.15532  -0.45608  5.33315  0.08
C  -2.99461  1.41139  -11.78857  -0.11
H  8.95659  -7.69199  9.08915  0.07
C  3.32977  -2.14375  10.77392  -0.11
H  -1.37992  1.63574  1.01621  0.09
H  7.64186  -8.38885  10.03365  0.07
C  7.51767  -7.56946  6.64275  -0.19
H  4.23388  -2.40147  10.21314  0.07
H  -5.16900  -2.24626  -4.37065  0.08
H  -4.63946  1.61591  -8.71928  0.07
H  -2.15111  7.21906  2.82928  0.12
H  -5.74070  -1.50000  -6.81027  0.12
C  2.05133  -0.75932  5.62223  -0.12
N  -6.55634  0.24858  -11.04061  0.03
C  -2.59152  3.06533  4.73460  -0.34
H  -0.29595  0.84134  4.69968  -0.01
C  -1.67287  5.48188  1.80119  -0.17
H  6.26267  2.76849  1.93732  0.12
C  -6.48401  -0.62175  -4.96792  -0.27
H  -7.68361  -1.26363  -14.95804  0.08
H  -4.54743  -0.63268  -3.96396  0.07
H  4.76931  1.93810  4.49507  0.10
H  -6.75313  0.37196  -4.58935  0.11
H  7.76332  -8.55931  6.24283  0.12
C  1.92389  -3.97156  9.69431  -0.19
H  -4.09726  2.94120  -10.76121  0.11
C  8.78151  -1.89337  5.19371  -0.27
H  6.81990  1.57409  3.12306  0.11
H  -3.36019  2.52345  4.00012  0.05
N  -2.83091  5.48018  -2.27541  0.08
N  -2.24506  2.23365  -1.75302  0.03
O  -1.50814  6.44117  2.93593  -0.10
C  -2.36712  4.87106  -0.98200  -0.15
N  0.89536  -0.31968  5.86862  0.10
H  4.08424  4.12015  2.45013  0.08
H  -11.01141  0.49911  -14.47068  0.07
C  7.37686  -0.67722  6.85812  -0.15
C  3.45598  -1.97547  3.95782  -0.28
N  6.22089  -0.23758  7.10451  0.11
C  8.77014  -1.20707  6.56104  -0.19
H  -2.38982  2.12048  -12.36263  0.07
C  -4.31644  1.10737  -9.63375  -0.21
H  8.07028  -3.83075  5.87618  0.05
C  -5.73401  6.20717  -4.38895  -0.13
P  -0.89988  3.15696  3.77383  0.81
C  7.02001  -7.68106  8.08518  -0.28
C  3.10465  -4.44552  8.86280  -0.16
C  -8.51439  -0.76846  -14.44441  -0.23
H  6.73900  -7.13122  6.00964  0.11
H  -2.89619  2.05379  -3.95949  0.09
C  8.75539  -6.68866  6.59323  -0.16
C  -3.49487  2.06173  -10.50263  -0.27
H  2.07330  -1.91196  9.04788  0.11
C  -8.98409  0.44253  -15.25286  -0.29
H  0.99695  -4.15970  9.14242  0.11
N  -7.67035  0.05363  -11.92533  -0.06
C  -5.06788  4.71418  -4.70605  -0.27
C  -5.54064  0.63795  -10.40265  0.04
H  -8.15453  1.14866  -15.38104  0.11
N  -3.53195  4.80060  -4.67650  -0.06
H  0.59914  1.13369  3.01609  0.05
C  -3.01995  4.38296  -3.28462  -0.19
C  -4.74863  0.37065  -6.45987  -0.15
C  5.93064  2.02625  2.67142  -0.19
H  -9.28252  0.11123  -16.25356  0.10
H  1.45949  -2.85172  4.02588  0.07
H  2.56226  -3.63715  2.89750  0.07
C  -2.13499  5.92009  0.29132  0.02
N  -3.72177  1.10150  -6.50090  0.13
H  3.35104  -2.68092  11.72902  0.08
H  3.73784  -1.99327  6.11150  0.10
H  -5.01588  6.74563  -3.63225  0.07
H  4.47171  -2.32361  3.74024  0.10
H  -5.33668  4.48206  -5.84428  0.11
C  2.49948  -3.16126  3.88123  -0.11
H  -5.83884  6.82079  -5.40250  0.08
H  -9.88485  1.58109  -13.62475  0.07

Forces on the atoms, in the same order (eV/Å):
H 0.11 0.14 0.22
C -0.10 0.09 0.05
H 0.00 0.12 0.07
H 0.08 0.13 -0.17
H -0.01 -0.17 0.00
C -1.01 0.37 -0.10
H -0.20 0.13 -0.04
H 1.02 -2.35 -0.26
C -0.06 -0.15 -0.02
N 5.27 7.13 4.70
H -0.03 -0.12 0.01
H 2.58 0.24 -0.64
H 0.15 -0.03 -0.20
H 0.08 0.14 -0.16
H -0.06 -0.15 -0.20
N -7.74 3.16 5.45
H 0.19 -0.09 0.19
C -4.23 -6.09 -4.15
H 0.08 -0.02 0.11
H 0.38 -2.87 0.29
H 0.12 -0.01 0.16
C -1.22 -0.56 -0.66
H 0.03 0.03 0.16
N -8.17 -5.76 0.38
C -0.08 0.21 0.00
H 0.07 -0.03 -0.16
H 1.02 1.71 -1.30
C 0.03 -0.07 0.10
C 0.77 0.74 0.13
C 0.17 0.15 0.21
H 0.07 -0.04 -0.15
C -1.33 -0.80 -3.90
H 0.22 -1.12 0.64
C -0.40 4.13 0.59
H 1.95 0.89 1.00
H 0.02 -0.16 -0.15
H 0.10 0.02 0.05
C 1.43 0.19 2.24
C 0.76 1.43 3.10
C 0.20 0.41 0.06
H -0.08 1.06 -2.18
H -0.08 0.14 0.14
H 0.27 0.03 -0.05
H -0.09 0.11 -0.06
H -0.06 0.06 -0.08
H -0.20 -0.10 0.09
H -0.25 -0.01 0.14
C -0.37 0.16 0.18
H 0.06 -0.19 -0.08
H -0.26 0.02 -0.12
H 0.11 0.08 0.01
C 0.02 -0.05 0.12
H -0.24 -0.04 0.20
C 0.07 0.02 -0.13
H -0.09 -0.08 -0.08
C 0.07 0.09 0.07
H -0.62 2.90 -0.66
H 0.05 -0.03 -0.15
C 0.77 0.74 0.17
H -0.12 -0.02 0.06
H -0.01 0.13 0.07
H 0.12 -0.10 -0.19
H 1.28 -1.82 -0.21
H 0.13 0.21 0.00
C -7.61 3.04 1.96
N 10.99 -1.37 3.76
C -1.20 0.11 -0.95
H -0.17 1.17 -2.28
C -1.20 -1.49 -3.69
H -0.12 -0.22 -0.03
C 0.01 -0.02 0.45
H -0.19 -0.18 -0.40
H -0.09 -0.08 -0.06
H 0.18 0.07 -0.09
H -0.02 -0.13 -0.17
H 0.14 0.21 0.01
C 0.83 -0.09 -0.68
H 0.06 -0.13 0.16
C -0.14 -0.25 -0.35
H -0.15 -0.10 -0.21
H 1.46 0.98 1.89
N 0.88 -7.19 0.31
N -1.68 6.10 -2.11
O -1.53 -1.40 -3.09
C 0.43 0.06 1.66
N 9.34 -3.75 -1.68
H -0.07 -0.10 0.08
H 0.10 0.10 0.02
C -7.67 3.06 1.93
C -0.29 -0.17 -0.36
N 9.13 -3.48 -2.05
C -1.00 0.39 -0.02
H -0.04 -0.12 0.09
C -1.36 0.64 -0.38
H -0.03 0.11 -0.14
C -0.35 -0.56 -0.26
P -0.05 0.11 0.24
C 0.01 0.03 0.46
C 6.48 -2.95 -4.66
C 1.64 0.14 1.10
H 0.27 0.05 0.00
H 0.42 1.76 2.07
C 6.93 4.87 -0.60
C 0.15 0.18 -0.35
H -0.12 -0.15 0.11
C -0.24 0.31 0.11
H 0.25 -0.13 -0.04
N -7.47 2.13 -3.53
C -0.87 0.68 -1.47
C -4.87 -1.51 -2.94
H -0.05 -0.19 -0.01
N -0.59 -0.55 3.10
H -2.02 0.41 1.22
C 0.54 0.83 1.48
C 6.91 4.81 -0.38
C -0.69 -0.79 -0.29
H 0.14 -0.08 0.09
H 0.12 0.00 0.04
H 0.01 0.04 0.15
C 0.81 -1.83 2.06
N -8.13 -5.80 0.52
H 0.03 0.07 -0.11
H -0.15 0.18 0.03
H -1.70 -0.88 -1.37
H -0.06 0.19 0.10
H 0.42 0.16 2.56
C 0.00 -0.14 -0.04
H 0.51 -1.26 2.22
H -0.02 -0.19 -0.13

The gap between HOMO and LUMO is 4.05 eV. As for the HOMO energy: -4.860 eV. The value obtained for the total energy is -74497.379 eV.